[1]
{
  "formula": "C2H5N3S2",
  "method": "ωB97M-V with the def2-TZVPD basis set",
  "de_lowest_ev": 2.897,
  "smiles": "[H]/N=C(/NS)SN=C",
  "orbital_gap_ev": 9.458,
  "e_homo_ev": -8.909,
  "species": ["H", "N", "C", "N", "S", "S", "N", "C", "H", "H", "H", "H"],
  "coordinates": [[1.7127, -1.4653, 2.2277], [2.0540, -0.6984, 1.6127], [1.2106, -0.3664, 0.7153], [1.3805, 0.6637, -0.1150], [1.2612, 0.7271, -1.8284], [-0.2531, -1.3144, 0.4527], [-1.1786, 0.0389, -0.0693], [-2.4155, -0.1071, -0.3597], [2.0770, 1.3493, 0.3345], [0.0682, 1.4015, -1.8513], [-2.9322, 0.8633, -0.6658], [-2.9846, -1.0923, -0.4535]],
  "forces_ev_per_angstrom": [[0.123, 0.884, -0.597], [-0.185, -0.229, 0.340], [0.068, -2.517, 0.849], [2.513, 3.563, 0.038], [-0.675, 0.162, 1.017], [-0.724, 0.510, -0.468], [-1.454, -0.815, 0.222], [-0.094, 0.413, -0.776], [-1.308, -1.400, -1.299], [0.558, -0.343, -0.134], [0.451, -1.507, 0.435], [0.728, 1.280, 0.374]]
}

***

[2]
{
  "formula": "C5H9FO2",
  "method": "ωB97M-V with the def2-TZVPD basis set",
  "de_lowest_ev": 6.445,
  "orbital_gap_ev": 10.082,
  "e_homo_ev": -9.052,
  "species": ["C", "C", "C", "C", "C", "H", "H", "H", "H", "H", "H", "H", "H", "H", "O", "O", "F"],
  "coordinates": [[2.4314, -1.0300, 0.2384], [0.6623, 0.3934, 0.2011], [-0.1002, 1.6159, -0.3927], [-1.6222, -0.6636, 0.3117], [-2.1234, -1.7637, -0.2246], [1.7081, -1.8243, -0.0971], [3.3562, -1.0583, -0.7247], [2.8289, -0.9018, 1.3474], [0.8576, 0.2890, 1.3379], [-0.3119, 1.2037, -1.4574], [0.4503, 2.6976, -0.5967], [-2.2265, -0.0625, 1.0386], [-3.2120, -2.0442, -0.0436], [-1.4060, -2.8734, -0.9094], [1.9825, 0.2221, -0.2242], [-0.2341, -0.7090, -0.1240], [-1.2799, 1.9063, 0.2318]],
  "forces_ev_per_angstrom": [[3.821, 0.056, -3.140], [-0.859, 0.208, 3.143], [2.371, 1.819, -3.198], [1.584, -2.595, -1.310], [-1.574, -4.244, -1.127], [0.857, 0.555, 1.275], [-1.986, -0.845, 3.691], [-0.882, -0.919, -2.291], [-1.376, 1.010, -1.034], [0.035, 0.875, 1.585], [-0.861, -2.989, 1.001], [1.517, -0.018, -0.938], [1.611, 0.359, -0.293], [-2.208, 4.190, 2.176], [-2.528, 0.678, -1.088], [0.442, 1.969, 1.153], [0.036, -0.108, 0.394]]
}

***

[3]
{
  "formula": "C24H45BrP2Ti",
  "method": "ωB97M-V with the def2-TZVPD basis set",
  "de_lowest_ev": 0.000,
  "orbital_gap_ev": [5.029, 5.215],
  "total_charge": 2,
  "e_homo_ev": [-13.239, -13.240],
  "species": ["Ti", "C", "C", "C", "C", "C", "C", "H", "H", "H", "C", "H", "H", "H", "C", "H", "H", "H", "C", "H", "H", "H", "C", "H", "H", "H", "C", "C", "C", "C", "C", "C", "C", "C", "H", "H", "H", "H", "H", "H", "H", "H", "H", "H", "H", "H", "P", "C", "H", "H", "H", "C", "H", "H", "H", "C", "H", "H", "H", "P", "C", "H", "H", "H", "C", "H", "H", "H", "C", "H", "H", "H", "Br"],
  "coordinates": [[0.5199, -0.7811, -0.9854], [1.6240, -3.5550, -0.4678], [0.6549, -3.7907, 0.5336], [-0.3923, -2.6572, -1.1466], [0.9677, -2.8752, -1.5446], [-0.5455, -3.1243, 0.2003], [3.0130, -4.0714, -0.4839], [3.7187, -3.4424, 0.0913], [3.3865, -4.1122, -1.5159], [3.0180, -5.0865, -0.0512], [1.3851, -2.5055, -2.9106], [2.3473, -2.9375, -3.2215], [1.4833, -1.3680, -2.9601], [0.6148, -2.7792, -3.6552], [-1.3016, -1.8915, -2.0346], [-1.2855, -2.3539, -3.0372], [-0.9551, -0.7844, -2.2111], [-2.3194, -1.8752, -1.6234], [-1.7896, -3.0241, 0.9932], [-1.6672, -3.4207, 2.0052], [-2.5911, -3.5888, 0.4993], [-2.1242, -1.9827, 1.1118], [0.7926, -4.6904, 1.7143], [0.3718, -5.6868, 1.4989], [0.2680, -4.3029, 2.5938], [1.8386, -4.8376, 1.9850], [1.0058, 3.4699, 1.7864], [1.6973, 3.0064, 2.8348], [1.1865, 3.1519, 4.2523], [-0.3177, 2.9778, 4.5607], [-1.0290, 1.9068, 3.7831], [-1.5617, 2.1399, 2.5802], [-1.6007, 3.5226, 1.9841], [-0.2532, 4.2849, 1.9361], [1.4731, 4.1590, 4.6030], [-0.8173, 3.9443, 4.4096], [1.7359, 2.4296, 4.8710], [-0.1586, 4.8922, 2.8522], [1.3301, 3.3044, 0.7494], [2.6878, 2.5386, 2.7242], [-0.3186, 4.9764, 1.0775], [-2.0133, 3.4393, 0.9643], [-2.0013, 1.3400, 1.9803], [-2.2825, 4.1442, 2.5879], [-0.3880, 2.7168, 5.6308], [-1.0530, 0.9223, 4.2634], [2.5757, 0.1709, -1.7039], [4.0069, -0.5916, -2.5871], [4.7953, 0.1699, -2.7168], [3.7385, -0.9857, -3.5793], [4.4167, -1.4217, -1.9811], [2.0198, 1.6780, -2.5940], [2.8913, 2.1723, -3.0472], [1.5291, 2.3659, -1.8798], [1.3098, 1.4137, -3.3965], [3.5195, 0.8417, -0.2723], [4.3327, 1.4726, -0.6490], [3.9763, 0.0192, 0.2883], [2.8823, 1.4316, 0.3947], [-2.9814, 0.5266, -1.4078], [-4.5319, -0.4119, -0.9598], [-5.3968, 0.0535, -1.4547], [-4.6791, -0.3700, 0.1280], [-4.4643, -1.4585, -1.2801], [-3.7707, 2.1766, -1.1451], [-4.7413, 2.2105, -1.6592], [-3.1190, 2.9600, -1.5498], [-3.9270, 2.3441, -0.0714], [-3.2988, 0.4397, -3.2382], [-4.2944, 0.8495, -3.4636], [-3.2448, -0.6063, -3.5736], [-2.5323, 1.0364, -3.7525], [0.6337, -0.2292, 1.3432]],
  "forces_ev_per_angstrom": [[-1.276, -1.607, 2.343], [-0.431, 0.049, -0.140], [-0.859, 0.131, 0.260], [0.451, 1.118, -0.604], [-0.118, 0.474, 0.164], [0.569, -0.714, 0.054], [0.314, -0.052, -0.087], [-0.389, -0.293, -0.070], [-0.020, -0.114, 0.294], [0.174, 0.425, -0.177], [-0.136, 0.030, -0.815], [-0.259, 0.375, 0.165], [-0.169, -0.806, -0.638], [0.499, 0.089, 0.252], [-0.107, -1.399, -0.305], [-0.165, 0.520, 0.274], [-0.730, -0.729, -0.119], [0.444, 0.299, -0.323], [-0.236, 0.027, 0.415], [0.010, -0.007, -0.258], [0.063, 0.108, 0.099], [0.078, -0.183, -0.210], [0.247, -0.080, 0.318], [0.090, 0.342, -0.013], [0.127, -0.034, -0.155], [-0.063, 0.023, 0.058], [0.128, -0.276, -0.018], [-0.514, 0.135, -0.376], [0.714, -0.025, 0.280], [-0.325, 0.087, 0.359], [0.156, -0.192, -0.295], [0.160, -0.056, 0.501], [-0.100, -0.132, -0.267], [0.053, 0.426, -0.176], [0.023, -0.353, 0.101], [-0.028, -0.373, 0.265], [-0.011, 0.257, -0.083], [0.004, -0.100, -0.584], [0.225, 0.066, 0.385], [-0.555, 0.078, -0.099], [0.110, -0.074, 0.463], [0.072, 0.198, 0.371], [-0.056, 0.051, 0.322], [-0.025, -0.182, -0.392], [-0.021, 0.348, -0.365], [-0.033, 0.154, -0.432], [3.186, 1.333, 0.773], [-0.267, -0.263, -0.475], [-0.410, -0.222, 0.132], [0.104, 0.187, 0.342], [-0.287, 0.433, -0.188], [-0.252, -0.198, -0.206], [-0.257, -0.077, 0.158], [0.245, -0.305, -0.302], [0.258, 0.222, 0.194], [-0.098, 0.186, 0.013], [-0.175, -0.047, -0.037], [-0.225, 0.070, -0.064], [0.111, -0.154, -0.120], [-2.018, 1.100, -0.300], [0.509, -0.307, 0.450], [0.357, -0.136, 0.106], [-0.050, -0.123, -0.276], [-0.132, 0.108, 0.147], [0.474, 0.164, 0.175], [0.316, -0.011, 0.153], [-0.201, -0.010, 0.186], [0.074, 0.071, -0.269], [0.666, -0.068, 0.095], [0.363, -0.197, 0.074], [-0.053, 0.348, -0.105], [-0.279, -0.185, -0.121], [-0.043, 0.047, -1.277]]
}

***

[4]
{
  "formula": "C4H8I2",
  "method": "ωB97M-V with the def2-TZVPD basis set",
  "de_lowest_ev": 3.511,
  "orbital_gap_ev": [7.468, 8.288],
  "e_homo_ev": [-7.678, -8.123],
  "species": ["C", "C", "C", "C", "I", "I", "H", "H", "H", "H", "H", "H", "H", "H"],
  "coordinates": [[0.7974, 0.4930, 1.3582], [0.9043, 0.6002, -1.1842], [-1.3525, -1.6921, -0.2292], [0.1095, 0.7620, 0.0657], [-3.2822, -0.9740, -0.0135], [-1.4313, 2.1651, 0.0690], [1.2772, -0.4852, 1.3223], [0.1086, 0.5159, 2.1989], [1.5845, 1.2320, 1.5450], [1.7109, 1.3415, -1.2473], [0.2850, 0.6982, -2.0733], [1.3737, -0.3843, -1.1846], [-1.0942, -2.0004, -1.2242], [-0.9910, -2.2718, 0.5971]],
  "forces_ev_per_angstrom": [[-0.189, 0.062, 0.085], [-0.151, 0.104, -0.087], [-0.401, 0.850, 0.142], [-0.351, -0.589, -0.115], [0.266, -0.514, -0.063], [0.512, 0.061, 0.002], [0.034, -0.066, -0.020], [-0.004, -0.022, 0.063], [0.026, 0.089, 0.014], [-0.025, 0.068, 0.018], [0.034, -0.023, -0.045], [0.029, -0.048, -0.018], [0.094, 0.063, -0.257], [0.127, -0.034, 0.281]]
}

***

[5]
{
  "formula": "C14H18HfN5SSi",
  "method": "ωB97M-V with the def2-TZVPD basis set",
  "orbital_gap_ev": 5.776,
  "total_charge": 3,
  "e_homo_ev": -17.786,
  "species": ["Hf", "C", "Si", "C", "C", "C", "C", "C", "C", "N", "C", "S", "H", "H", "H", "H", "H", "H", "H", "H", "H", "H", "H", "H", "N", "C", "C", "N", "C", "C", "N", "C", "C", "N", "H", "H", "H", "H", "H", "H"],
  "coordinates": [[-0.0649, 0.2336, -0.0880], [-1.4324, 2.8979, -5.0222], [-2.9631, 1.9163, -4.4771], [-3.9307, 1.2930, -6.0115], [-4.1386, 2.7967, -3.2744], [-2.3103, 0.2998, -3.5600], [-2.5819, -0.9798, -4.0546], [-2.1241, -2.1263, -3.4121], [-1.3816, -1.9920, -2.2549], [-1.0954, -0.7735, -1.7413], [-1.5611, 0.3437, -2.3975], [-1.0868, 1.8672, -1.5752], [-1.7508, 3.7772, -5.5773], [-0.7783, 2.3294, -5.6783], [-0.8469, 3.2489, -4.1763], [-4.3146, 2.1498, -6.5564], [-4.7783, 0.6798, -5.7193], [-3.2849, 0.7357, -6.6838], [-4.5599, 3.6723, -3.7631], [-3.6269, 3.1451, -2.3809], [-4.9744, 2.1724, -2.9684], [-3.1624, -1.0677, -4.9583], [-2.3408, -3.1101, -3.8044], [-1.0024, -2.8566, -1.7177], [0.7290, -0.7910, 4.0127], [-0.5978, -0.7305, 4.2908], [-1.2372, -0.4458, 3.1140], [-0.3007, -0.3308, 2.1155], [0.9055, -0.5496, 2.7011], [2.1186, -0.5040, 1.9171], [2.0683, -0.2421, 0.5851], [3.3673, -0.2734, 0.1396], [4.1918, -0.5510, 1.1960], [3.3989, -0.6913, 2.2888], [1.4364, -0.9871, 4.7143], [-1.0021, -0.8840, 5.2745], [-2.2924, -0.3280, 2.9381], [3.6332, -0.1062, -0.8901], [5.2618, -0.6494, 1.2279], [3.7579, -0.9000, 3.2142]],
  "forces_ev_per_angstrom": [[-0.604, -0.845, -0.981], [-0.533, -0.345, 0.491], [-0.677, 0.165, -1.040], [0.728, 0.180, 1.137], [0.680, -0.301, -0.292], [-0.013, 0.765, 0.025], [0.161, 0.096, 0.254], [0.281, 0.012, 0.435], [-0.084, -0.649, -0.168], [0.422, 0.405, 0.677], [0.216, -0.317, 0.314], [0.657, -0.112, 1.011], [-0.125, 0.112, -0.032], [-0.002, -0.187, -0.056], [0.134, 0.124, 0.077], [-0.043, 0.174, -0.055], [-0.161, -0.113, -0.024], [0.050, -0.105, -0.160], [0.016, 0.117, -0.123], [0.008, 0.118, 0.158], [-0.037, -0.185, -0.033], [-0.116, -0.078, -0.184], [0.039, -0.032, 0.059], [-0.054, 0.116, -0.077], [0.485, 0.105, -0.710], [-0.979, 0.162, -0.439], [-0.229, -0.075, 0.616], [0.761, 0.326, -0.780], [-0.215, -0.067, 0.422], [0.516, -0.052, -0.001], [-1.048, 0.259, 0.393], [0.653, -0.033, 0.001], [0.031, 0.185, -1.020], [-0.908, 0.079, 0.066], [0.014, 0.020, -0.151], [0.014, -0.046, 0.137], [-0.037, 0.029, 0.009], [0.019, 0.029, -0.013], [0.105, -0.040, 0.062], [-0.125, 0.004, -0.006]]
}

***

[6]
{
  "formula": "C5H8N4",
  "method": "ωB97M-V with the def2-TZVPD basis set",
  "de_lowest_ev": 4.688,
  "orbital_gap_ev": [8.531, 6.761],
  "e_homo_ev": [-8.224, -7.379],
  "species": ["C", "C", "C", "C", "C", "N", "N", "N", "N", "H", "H", "H", "H", "H", "H", "H", "H"],
  "coordinates": [[-3.6500, 0.0452, 0.2095], [0.9683, -0.6699, -0.2245], [-0.3573, -1.3056, 0.1195], [-0.9815, 0.9873, -0.6520], [0.0405, 1.5086, 0.2856], [-4.7290, 0.4847, 0.1106], [1.1154, 0.6321, 0.4736], [-2.6199, -0.7550, 0.2790], [-1.4720, -0.4549, -0.3135], [1.9318, -1.3546, 0.2194], [1.0642, -0.4443, -1.2580], [-0.4724, -2.0881, -0.6616], [-0.3566, -1.6388, 1.1662], [-1.8151, 1.7082, -0.6615], [-0.4698, 0.8328, -1.7100], [-0.1000, 2.0721, 1.1205], [1.4365, 0.4268, 1.4406]],
  "forces_ev_per_angstrom": [[-1.340, 0.052, -0.820], [2.952, -0.280, 2.813], [0.022, -1.042, -2.124], [0.337, 0.012, -1.666], [1.148, -3.005, -1.214], [0.783, 0.254, 0.283], [0.301, -1.134, 0.543], [0.969, -0.309, 0.473], [0.478, 2.092, 1.072], [-2.856, 1.653, -1.717], [0.342, -0.455, -0.964], [0.341, -0.682, 1.273], [-0.580, 0.068, -0.400], [0.088, -0.700, -0.473], [-1.474, 0.659, 1.935], [-1.055, 1.915, 1.882], [-0.456, 0.902, -0.897]]
}

***

| no. | E_tot (eV) |
| --- | --- |
| 1 | -28293.770 |
| 2 | -12136.982 |
| 3 | -137336.627 |
| 4 | -20475.617 |
| 5 | -42255.469 |
| 6 | -11269.864 |